(1)
The following is a DFT calculation (ωB97M-V/def2-TZVPD) of a molecular structure, C18H38N5O4RuS.

Properties
energy relative to the best compared isomer or geometry (same formula, charge and spin): 41.34 kcal per mole
frontier orbital gap (spin up / spin down): 7.0 / 7.3 eV
energy: -1775.869226 a.u.

ORCA input file:
```
! RIJCOSX wB97M-V def2-TZVPD def2/J DEFGRID3
* xyz 2 2
Ru 0.64375 0.02745 0.12655
N 2.72426 -0.14615 -0.20992
C 3.57140 0.70397 -1.09314
C 4.04376 1.97238 -0.38575
C 2.87567 2.75875 0.21224
C 1.81613 2.96398 -0.85905
N 0.74741 1.91664 -0.79576
H 3.13434 -0.15352 0.71925
H 2.73720 -1.10136 -0.55188
H 2.98832 0.92107 -1.98587
H 4.44021 0.12746 -1.41200
H 4.58384 2.56613 -1.12558
H 4.76303 1.72855 0.40012
H 3.20663 3.69434 0.65860
H 2.43175 2.17684 1.01816
H 2.26523 2.88537 -1.84743
H 1.34200 3.94252 -0.80192
H 0.39258 1.71976 -1.72539
H -0.04245 2.26673 -0.25066
C 1.58510 -3.56654 0.11560
C 1.74560 -3.17034 -1.32958
O 1.21478 -1.84164 -1.57258
C 1.52652 -1.39991 -2.90724
C 0.87011 -2.23419 -3.98769
H 2.04412 -4.54311 0.26800
H 0.53345 -3.63392 0.38251
H 2.07304 -2.86458 0.79784
H 1.21951 -3.87486 -1.97245
H 2.80200 -3.17411 -1.62747
H 2.61573 -1.39796 -3.03176
H 1.17060 -0.37217 -2.95891
H 1.35046 -3.20193 -4.11935
H 0.93374 -1.71096 -4.94288
H -0.18141 -2.40310 -3.75008
C -1.67516 1.72819 3.39136
C -2.96679 1.45781 2.62378
C -2.47526 0.91994 1.28821
O -1.09764 1.41968 1.11627
C -0.77812 2.24485 2.29443
H -1.26841 0.81087 3.82165
H -1.80174 2.45763 4.18862
H -3.52089 2.38608 2.48764
H -3.61755 0.74228 3.12231
H -3.06475 1.27494 0.44710
H -2.42238 -0.16558 1.27246
H -1.01553 3.28038 2.04199
H 0.28401 2.15434 2.49022
C -1.95670 0.82842 -3.66952
S -2.20410 0.27134 -2.00007
C -2.94191 -1.30920 -2.33654
O -0.79555 -0.05760 -1.49820
H -2.92599 0.84628 -4.16996
H -1.27481 0.14308 -4.17388
H -1.55575 1.84051 -3.64300
H -3.93502 -1.13859 -2.75415
H -3.02636 -1.83441 -1.38700
H -2.31334 -1.86497 -3.03033
N -1.30614 -3.00345 2.56746
C -0.46450 -2.00695 2.30982
O -0.50058 -1.44826 1.15410
C 0.47406 -1.57877 3.30718
C 1.13224 -0.51662 2.75314
N 1.49680 0.27640 1.97675
C 0.72501 -2.21795 4.54615
N 0.92348 -2.73137 5.55598
H -1.92046 -3.33826 1.84477
H -1.31611 -3.45892 3.46747
*
```

Taken from the Mulliken analysis, the atomic charges in e are: 0.688 0.098 -0.679 -1.241 0.129 -0.948 -0.094 0.443 0.101 0.285 0.469 0.375 0.454 0.464 -0.210 0.431 0.407 0.094 0.415 -1.042 -0.565 0.371 -0.044 -1.650 0.533 0.160 0.125 0.377 0.429 0.444 -0.047 0.466 0.418 0.284 -0.322 -0.850 -0.542 0.078 -0.582 0.044 0.474 0.313 0.371 0.461 0.267 0.434 0.189 -1.020 0.317 -0.938 -0.296 0.508 0.253 0.370 0.514 0.253 0.236 -0.348 1.104 -0.420 -0.498 0.651 -0.569 -0.513 -0.394 0.287 0.231

(2)
The following is a DFT calculation (ωB97M-V/def2-TZVPD) of a molecular structure, C18H38N5OPSSbSe5Tc.

Properties
energy relative to the best compared isomer or geometry (same formula, charge and spin): 0.00 kcal per mole
frontier orbital gap: 5.5 eV
energy: -14125.034266 a.u.

ORCA input file:
```
! RIJCOSX wB97M-V def2-TZVPD def2/J DEFGRID3
* xyz 2 1
Tc 0.66274 0.03093 0.99794
Se 2.06330 -4.89858 0.22305
Sb 4.19160 -4.09415 -0.84434
Se 1.70290 -1.32115 -0.59192
Se 4.01843 -1.53747 -0.41578
Se 2.07992 -4.51773 -2.14310
C 4.35550 2.74391 3.62563
N 4.92045 1.60514 2.90616
C 5.60529 2.08701 1.70596
N 4.73605 2.87801 0.83389
C 4.17850 3.98790 1.60333
N 3.46346 3.55827 2.80365
C 2.24563 2.84214 2.46481
P 2.63419 1.31835 1.48956
C 3.93432 0.59408 2.59802
C 3.71627 2.07306 0.18614
H 5.17739 3.37639 3.96497
H 3.81228 2.38366 4.50130
H 6.01360 1.24172 1.15036
H 6.42909 2.72784 2.02390
H 3.50540 4.56705 0.96759
H 5.00173 4.63385 1.91277
H 1.59684 3.49359 1.87428
H 1.70622 2.55353 3.37305
H 4.40164 -0.24887 2.08551
H 3.45221 0.21677 3.50583
H 3.11602 2.68040 -0.49608
H 4.17924 1.27226 -0.39409
C -4.13520 -0.02856 -5.24879
C -2.87984 -0.69955 -4.70989
C -2.11790 0.19777 -3.74134
C -0.79927 -0.39436 -3.26788
N -0.97541 -1.67202 -2.56305
C -1.17905 -1.84137 -1.26853
S -1.34298 -0.42962 -0.22404
N -1.29413 -3.06446 -0.77920
C -1.69448 -3.42774 0.58387
C -3.20127 -3.37087 0.78490
C -3.95976 -4.41016 -0.03278
C -5.43946 -4.45567 0.31959
H -4.68470 -0.69139 -5.91398
H -3.88578 0.87210 -5.80920
H -4.80549 0.25838 -4.43732
H -2.22231 -0.97315 -5.54075
H -3.15894 -1.63194 -4.20867
H -2.74179 0.42528 -2.87206
H -1.89351 1.15197 -4.22452
H -0.26672 0.28189 -2.59867
H -0.14241 -0.60942 -4.11278
H -0.99913 -2.49923 -3.14644
H -1.19877 -3.83155 -1.43367
H -1.16185 -2.77514 1.27789
H -1.32420 -4.44354 0.73757
H -3.55681 -2.36626 0.53765
H -3.40089 -3.51685 1.84874
H -3.51055 -5.39404 0.12970
H -3.85112 -4.18855 -1.09985
H -5.58183 -4.71665 1.36808
H -5.96711 -5.19358 -0.28022
H -5.91413 -3.48900 0.14942
C -1.35549 3.86368 0.40530
C -1.04675 2.75293 1.34208
C -1.69282 2.70022 2.67963
O -0.24737 1.87358 0.99833
H -1.51154 4.79779 0.94407
H -2.30303 3.61860 -0.08602
H -0.58613 3.96861 -0.35523
H -2.74605 2.97142 2.60522
H -1.22069 3.46248 3.30842
H -1.57345 1.72235 3.14194
Se 0.66991 -1.05232 2.88008
*
```

Taken from the Mulliken analysis, the atomic charges in e are: -0.388 -0.174 0.325 0.552 -0.192 -0.239 -0.928 0.135 -0.931 0.169 -0.974 0.135 -1.117 2.397 -0.692 -0.858 0.316 0.400 0.430 0.302 0.376 0.301 0.463 0.324 0.260 0.570 0.406 0.401 -1.347 -0.268 -0.364 -0.921 0.028 -0.131 -0.180 0.103 -0.529 -0.374 -0.273 -1.339 0.375 0.350 0.326 0.311 0.229 0.235 0.426 0.137 0.537 0.293 0.349 -0.402 0.552 0.253 0.463 0.306 0.228 0.348 0.379 0.319 -1.246 0.757 -1.120 -0.418 0.402 0.401 0.346 0.412 0.333 0.274 -0.328